Computed, not measured: C18H15N7ReS as an isolated structure in a non-equilibrium geometry, with the ωB97M-V functional and the def2-TZVPD basis.

Summary:
- Charge: +4
- HOMO (spin up / spin down): -0.7453 / -0.7360 hartree
- Strongest force on any atom: 5.13 eV/Å
- Multiplicity: 4
- M: 547.64 g mol⁻¹
- Gap between HOMO and LUMO (spin up / spin down): 5.459 / 4.239 eV
- Energy relative to the best compared isomer or geometry (same formula, charge and spin): 39.7 kJ/mol
- Expectation value of S²: 3.818

The geometry in XYZ format:
```
42
Properties=species:S:1:pos:R:3:lowdin_charge:R:1
Re 0.65192 0.07945 0.62806 1.498
N -1.72679 2.29213 -2.37874 0.205
C -1.08747 1.97165 -1.26664 -0.092
N -0.29224 0.91838 -1.11709 -0.044
C -0.27511 0.06639 -2.24740 -0.239
N 0.24117 -1.10905 -2.17484 0.162
N 0.77054 -1.28552 -0.85358 -0.154
C 1.33313 -2.46200 -0.62512 0.101
C 1.73752 -2.70130 0.75322 -0.209
C 2.18726 -3.89086 1.20814 0.091
C 2.32510 -4.07362 2.59305 0.056
C 2.04839 -3.05989 3.44186 0.067
C 1.66572 -1.81521 2.87575 -0.071
N 1.46716 -1.63781 1.61660 -0.078
C -0.81308 0.45892 -3.53948 -0.088
C -0.85264 -0.38498 -4.63078 0.017
C -1.60631 -0.07479 -5.72078 0.023
C -2.42028 1.08011 -5.75378 0.048
C -2.41391 1.94805 -4.66797 0.052
C -1.62980 1.55843 -3.60158 -0.142
H -2.25791 3.19422 -2.38641 0.221
H -1.18625 2.62714 -0.41938 0.150
H 1.45060 -3.19325 -1.40915 0.173
H 2.35596 -4.71901 0.51658 0.169
H 2.56515 -5.07355 2.95514 0.163
H 2.15887 -3.18843 4.50505 0.149
H 1.38280 -0.99335 3.49085 0.111
H -0.24175 -1.29578 -4.59895 0.144
H -1.62648 -0.73026 -6.60208 0.153
H -2.93621 1.28155 -6.69499 0.151
H -3.05106 2.82366 -4.74190 0.148
S -1.33405 -0.16018 1.93065 0.867
C -0.59520 0.97053 2.93631 -0.777
N -1.02586 1.40319 4.08150 0.151
C -0.32712 2.35178 4.78580 0.114
C 0.82513 2.87673 4.28352 0.049
C 1.25120 2.36690 3.12097 0.042
N 0.59309 1.36315 2.33136 -0.121
H -2.01179 0.94562 4.39424 0.286
H -0.76113 2.72241 5.64634 0.153
H 1.38178 3.72050 4.65557 0.169
H 2.07995 2.82796 2.68009 0.136
```

***

Computed, not measured: C18H16AsF5O8P2PdSTe as an isolated structure, with the ωB97M-V functional and the def2-TZVPD basis.

Summary:
- Charge: -2
- HOMO (spin up / spin down): -0.1252 / -0.1243 hartree
- Strongest force on any atom: 0.74 eV/Å
- Multiplicity: 3
- M: 858.27 g mol⁻¹
- Gap between HOMO and LUMO (spin up / spin down): 7.462 / 5.585 eV
- Energy relative to the best compared isomer or geometry (same formula, charge and spin): 184.5 kJ/mol
- Expectation value of S²: 2.025

The geometry in XYZ format:
```
53
Properties=species:S:1:pos:R:3:lowdin_charge:R:1
Pd -0.10618 -0.33062 -0.94960 1.053
S 3.19804 0.12525 1.02101 0.776
C 3.86834 -1.31502 0.38954 -0.706
C 5.22694 -1.37560 0.04241 -0.107
C 5.78194 -2.55034 -0.43194 -0.096
C 4.98583 -3.68023 -0.55753 -0.083
C 3.63238 -3.63049 -0.22990 -0.091
C 3.05987 -2.45867 0.23191 -0.378
As 1.12854 -2.28671 0.51128 1.373
C 1.11714 -2.13712 2.45707 -0.400
C 2.05136 -2.73535 3.29666 -0.121
C 1.98799 -2.53662 4.66850 -0.102
C 0.98953 -1.73638 5.20894 -0.107
C 0.05968 -1.13227 4.37502 -0.084
C 0.12418 -1.32812 3.00210 -0.097
C 0.56416 -4.13161 0.25091 -0.362
C 0.31497 -4.50324 -1.07024 -0.111
C -0.13774 -5.78232 -1.35763 -0.073
C -0.36229 -6.68896 -0.33006 -0.106
C -0.14175 -6.31192 0.98767 -0.105
C 0.31661 -5.03348 1.27930 -0.100
H 5.82209 -0.47894 0.15283 0.097
H 6.82886 -2.58308 -0.70702 0.095
H 5.41056 -4.60622 -0.92628 0.096
H 3.02434 -4.51864 -0.35186 0.095
H 2.84141 -3.34725 2.87455 0.103
H 2.72422 -2.99825 5.31612 0.093
H 0.94560 -1.57310 6.27918 0.091
H -0.70870 -0.49103 4.78812 0.101
H -0.58096 -0.82777 2.34548 0.102
H 0.43962 -3.77520 -1.86315 0.094
H -0.34032 -6.05738 -2.38478 0.104
H -0.72836 -7.68371 -0.55508 0.091
H -0.33512 -7.01007 1.79365 0.091
H 0.47938 -4.74112 2.30969 0.089
O -2.29832 2.08353 -1.87157 -0.129
P -2.83508 0.62132 -1.52091 0.195
O -4.28496 0.64502 -1.29913 -0.290
O -1.97283 0.03398 -0.38027 -0.408
O -2.41151 -0.19996 -2.85192 -0.270
P -1.59354 -1.55416 -3.21148 0.196
O -0.49889 -0.98279 -4.22625 -0.139
O -2.44449 -2.55517 -3.86651 -0.294
O -0.88240 -1.96477 -1.90506 -0.443
H -1.32964 2.12474 -1.96566 0.027
H 0.01196 -0.24972 -3.82733 0.032
F 0.40624 1.20982 -2.70825 -0.549
Te 1.89614 1.99614 -1.26781 1.811
F 0.81599 3.50524 -1.60139 -0.453
F 2.63167 3.17255 0.10823 -0.560
F 2.97324 2.88120 -2.78606 -0.632
F 1.72188 -0.78838 -1.61878 -0.602
O 0.47097 1.34268 -0.10873 -0.805
```

***

Computed, not measured: C18H16Br2ClN6O4STi as an isolated structure in a non-equilibrium geometry, with the ωB97M-V functional and the def2-TZVPD basis.

Summary:
- Charge: +1
- HOMO (spin up / spin down): -0.3457 / -0.4290 hartree
- Strongest force on any atom: 1.37 eV/Å
- Multiplicity: 3
- M: 655.56 g mol⁻¹
- Gap between HOMO and LUMO (spin up / spin down): 5.867 / 7.952 eV
- Energy relative to the best compared isomer or geometry (same formula, charge and spin): 25.0 kJ/mol
- Expectation value of S²: 2.010

The geometry in XYZ format:
```
49
Properties=species:S:1:pos:R:3:lowdin_charge:R:1
Ti -0.13710 -0.05075 -0.21872 0.715
O 2.25134 -1.70214 2.32894 -0.268
Cl 1.71940 -0.49483 1.80250 0.751
O 2.22411 0.65331 2.45452 -0.241
O 0.19707 -0.52340 1.86170 -0.436
O 1.94474 -0.41656 0.31117 -0.423
Br -1.24761 0.03877 -6.83648 0.841
C -0.89869 0.06894 -4.99963 -0.668
C 0.41587 -0.01570 -4.54171 -0.071
C 0.63285 0.03101 -3.19076 -0.098
N -0.36334 0.14883 -2.28325 -0.051
C -1.63216 0.17441 -2.73264 -0.201
C -1.93026 0.15899 -4.09644 -0.034
C -2.66992 0.15049 -1.69297 -0.198
C -4.03540 0.12345 -1.98444 -0.034
C -4.93031 0.01468 -0.94803 -0.670
Br -6.76978 -0.02896 -1.28180 0.839
C -4.46358 -0.07494 0.36415 -0.075
C -3.11144 -0.02754 0.57548 -0.084
N -2.21631 0.09973 -0.42979 -0.026
H 1.24254 -0.11352 -5.23003 0.118
H 1.63785 -0.03875 -2.79411 0.129
H -2.95034 0.19987 -4.44572 0.108
H -4.39009 0.17554 -3.00202 0.109
H -5.14864 -0.18111 1.19241 0.115
H -2.70634 -0.10388 1.57670 0.125
N 2.44806 5.47117 -2.38422 0.189
C 1.80670 4.91508 -1.61121 -0.161
C 0.99079 4.21414 -0.65358 -0.181
C 0.28256 4.88743 0.33388 0.022
C -0.47769 4.15150 1.22499 -0.008
C -0.51647 2.77644 1.08107 -0.089
N 0.15490 2.12694 0.12266 -0.015
C 0.91432 2.83017 -0.71674 -0.050
H 0.33619 5.96589 0.39910 0.136
H -1.03514 4.62399 2.01994 0.122
H -1.09814 2.16409 1.75812 0.119
H 1.47506 2.28603 -1.46478 0.126
C 0.03930 -6.44867 0.06225 -0.059
N -0.32302 -5.18058 -0.54418 -0.053
C 0.03253 -3.98572 -0.07272 -0.809
N 0.76832 -3.94334 1.03198 0.162
S -0.49675 -2.59844 -0.93274 0.706
H -0.30280 -7.25079 -0.58447 0.095
H -0.42628 -6.57479 1.04153 0.096
H 1.12318 -6.54208 0.15180 0.094
H -0.92253 -5.16812 -1.35196 0.120
H 1.07737 -4.77865 1.49838 0.110
H 1.12126 -3.06126 1.37078 0.054
```

***

Computed, not measured: C18H16BrN5OPdS as an isolated structure, with the ωB97M-V functional and the def2-TZVPD basis.

Summary:
- Charge: +2
- HOMO: -0.5327 hartree
- Strongest force on any atom: 0.95 eV/Å
- M: 536.75 g mol⁻¹
- Gap between HOMO and LUMO: 8.168 eV
- Energy relative to the best compared isomer or geometry (same formula, charge and spin): 0.0 kJ/mol

The geometry in XYZ format:
```
43
Properties=species:S:1:pos:R:3:lowdin_charge:R:1
Pd -0.32318 0.02307 -0.06256 0.958
O 1.64189 0.10298 5.74118 0.149
C 1.12149 0.10568 4.52522 -0.281
C -0.24118 0.28908 4.25450 0.041
C -0.65949 0.26838 2.94911 -0.119
N 0.18336 0.08194 1.91664 -0.181
C 1.48953 -0.08766 2.18555 -0.727
Br 2.61031 -0.32813 0.69415 0.858
C 2.00470 -0.08585 3.45756 0.000
H 0.98126 0.24114 6.43339 0.146
H -0.95768 0.44270 5.05010 0.137
H -1.70204 0.39941 2.69054 0.135
H 3.06013 -0.22553 3.64030 0.137
N -1.66197 -1.96529 -2.27233 0.146
C -1.06347 -0.86198 -2.83481 -0.265
C -1.12358 -0.72394 -4.22932 0.026
C -0.44573 0.30309 -4.83235 -0.006
C 0.30075 1.18697 -4.04570 -0.022
C 0.28490 1.01458 -2.69135 -0.130
N -0.41438 0.02182 -2.08175 -0.028
C -1.55511 -2.55614 -1.02520 -0.258
C -2.12636 -3.83250 -0.90476 0.020
C -2.05883 -4.50269 0.28621 -0.008
C -1.41116 -3.89158 1.36183 -0.023
C -0.88574 -2.64495 1.17790 -0.102
N -0.95731 -1.95660 0.00830 0.007
H -2.13938 -2.54697 -2.94283 0.150
H -1.67611 -1.44746 -4.81326 0.131
H -0.47163 0.41142 -5.90808 0.133
H 0.87162 1.99265 -4.48207 0.127
H 0.82371 1.67808 -2.03087 0.112
H -2.60731 -4.27960 -1.76446 0.130
H -2.49171 -5.48874 0.38303 0.133
H -1.31746 -4.37780 2.32113 0.125
H -0.37299 -2.15136 1.98556 0.096
S -0.82699 4.51367 0.72501 1.137
C -1.63740 4.06384 -0.70552 -0.335
C -1.47332 2.74086 -0.94171 -0.228
N -0.71993 2.08551 0.00879 -0.151
C -0.31903 2.92011 0.94515 -0.453
H -2.19784 4.77571 -1.28843 0.092
H -1.90254 2.19304 -1.76303 0.114
H 0.30180 2.62931 1.77644 0.080
```